42
Properties=species:S:1:pos:R:3:forces:R:3:lowdin_charge:R:1 method="wB97M-V/def2-TZVPD" multiplicity=1 smiles=CC1(C)CCCC(C)(C)N1O.O.O.O.O e_lumo_ev=0.221 e_homo_ev=-8.72 energy_ha=-790.0309 gap_ev=8.94
C -0.3678 -0.5387 1.7203 0.269 -0.403 0.108 -0.032
C -0.9880 -0.2270 0.3659 -0.173 0.042 -0.306 -0.517
C -0.0362 -0.7266 -0.7284 0.131 -0.264 0.087 -0.017
C -2.3357 -0.9643 0.2665 0.112 0.026 0.246 -0.133
C -3.2733 -0.4454 -0.8103 -0.196 -0.292 0.002 -0.182
C -3.4132 1.0550 -0.6763 -0.525 0.321 0.118 -0.148
C -2.0855 1.8116 -0.7013 -0.436 0.338 -0.691 -0.525
C -1.5007 1.7909 -2.1380 0.067 -0.085 0.190 -0.017
C -2.3539 3.2654 -0.2969 0.403 -0.025 0.708 -0.037
N -1.2414 1.2222 0.3262 0.197 -0.048 0.532 -0.093
O -0.0169 1.9226 0.4440 0.011 0.057 0.013 -0.027
H -0.9795 -0.1697 2.5405 -0.047 0.122 -0.029 0.093
H 0.6318 -0.1096 1.8059 -0.082 0.094 0.039 0.067
H -0.2636 -1.6226 1.8393 -0.055 0.066 -0.038 0.083
H 0.9480 -0.2555 -0.6622 -0.040 0.019 -0.032 0.071
H -0.4137 -0.5948 -1.7384 -0.089 0.022 -0.028 0.071
H 0.1258 -1.7965 -0.5730 0.068 0.051 -0.077 0.094
H -2.1136 -2.0243 0.1288 -0.059 -0.032 -0.019 0.122
H -2.8514 -0.8773 1.2286 0.080 0.074 0.009 0.123
H -4.2544 -0.9046 -0.6537 0.043 0.000 -0.090 0.114
H -2.9638 -0.7609 -1.8103 0.151 0.150 0.005 0.106
H -3.9253 1.2775 0.2687 0.255 -0.086 0.092 0.125
H -4.0916 1.4769 -1.4257 0.238 -0.086 -0.210 0.126
H -1.7190 0.8575 -2.6545 0.041 -0.006 -0.006 0.067
H -1.9168 2.6036 -2.7325 -0.045 0.015 0.039 0.084
H -0.4157 1.9218 -2.1356 -0.021 0.050 -0.075 0.075
H -1.4158 3.8189 -0.2276 -0.075 0.051 -0.265 0.080
H -3.0417 3.7769 -0.9656 -0.019 -0.099 -0.163 0.083
H -2.7604 3.2842 0.7193 -0.115 -0.056 -0.132 0.089
H 0.4591 1.8269 -0.3958 -0.027 -0.048 -0.043 0.077
O 3.5721 -0.7261 0.5744 -0.084 0.152 0.213 -0.055
H 4.4106 -0.2870 0.7845 0.133 -0.031 -0.126 0.017
H 2.8848 -0.1386 0.9021 -0.095 -0.011 -0.064 0.036
O 3.5057 -3.2936 -0.7120 -0.056 -0.061 -0.058 -0.071
H 3.6079 -2.4120 -0.3262 -0.067 0.050 0.056 -0.023
H 4.3812 -3.5601 -1.0001 0.023 -0.021 -0.012 0.022
O 2.3408 -2.9635 3.1358 -0.071 0.065 0.089 -0.057
H 1.6694 -3.3656 2.5776 0.036 -0.068 -0.053 0.029
H 2.5265 -2.1201 2.7116 0.109 -0.020 -0.090 0.007
O 6.3577 -0.1747 0.6290 -0.065 -0.023 0.076 -0.039
H 6.8154 0.2631 -0.0943 -0.007 0.036 -0.036 0.057
H 6.5021 -1.1159 0.4895 0.082 -0.035 0.022 0.055